# 1
{
  "formula": "C4H14N2O",
  "method": "the ωB97M-V functional and the def2-TZVPD basis",
  "elements": ["N", "C", "C", "C", "C", "N", "H", "H", "H", "H", "H", "H", "H", "H", "H", "H", "H", "H", "H", "H", "O"],
  "coordinates": [[0.1472, -1.1685, -0.4703], [0.2855, 1.8478, -1.2024], [1.0403, 1.0130, -0.1362], [0.1293, -0.0436, 0.4751], [0.5166, -0.3465, 1.9131], [-0.3436, -1.3256, 2.5684], [-0.7246, -1.6669, -0.5683], [0.7563, -1.9020, -0.0922], [-0.6939, 2.1317, -0.8194], [0.1057, 1.2795, -2.1133], [0.9406, 2.6804, -1.4582], [1.9495, 0.6617, -0.6259], [1.5031, 1.6625, 0.6233], [-0.8443, 0.4467, 0.5439], [0.6158, 0.6241, 2.4074], [1.5714, -0.6672, 2.0294], [-0.5059, -1.1364, 3.5484], [0.0541, -2.2465, 2.4699], [-2.0657, -0.6735, -2.2780], [-2.6334, -0.6918, -3.6484], [-1.8041, -0.4789, -3.1661]],
  "forces_ev_per_a": [[0.0249, -0.9475, 0.5322], [0.7069, -0.5055, 0.4742], [0.3395, 1.1634, -0.3484], [0.7976, 0.2161, -0.3127], [1.2921, -0.1648, 0.3909], [-0.4041, 0.3989, -0.1159], [-0.4380, 0.2357, 0.2020], [0.0896, 0.4356, -0.2942], [0.0987, 0.5212, -0.0174], [0.0622, -0.2139, 0.0462], [-0.4731, 0.3456, -0.0852], [-0.1949, -0.8823, -0.0083], [-0.6691, 0.1975, 0.1178], [-0.3116, -0.4767, -0.2256], [-0.8671, -0.0921, 0.3765], [-0.0960, -0.1597, -0.7290], [0.1310, -0.0191, -0.0995], [-0.0816, -0.0884, 0.1596], [0.1210, -0.0811, 1.0456], [0.8884, 0.2906, 0.1420], [-1.0162, -0.1735, -1.2508]],
  "nbo_charge": [-0.8333, -0.6066, -0.3952, -0.0714, -0.2338, -0.8524, 0.3536, 0.3483, 0.1913, 0.2268, 0.2049, 0.2083, 0.1860, 0.1848, 0.1996, 0.1648, 0.3669, 0.3562, 0.4612, 0.4629, -0.9230],
  "relative_energy_kcal_mol": 32.4,
  "e_tot_ev": -9402.200,
  "smiles": "CC[C@@H](N)CN.O"
}

***

# 2
{
  "formula": "C19H22N4O3S",
  "method": "the ωB97M-V functional and the def2-TZVPD basis",
  "elements": ["C", "C", "H", "H", "O", "C", "O", "N", "C", "H", "C", "N", "C", "O", "C", "N", "N", "C", "C", "C", "H", "H", "S", "C", "C", "C", "C", "C", "C", "H", "H", "H", "H", "C", "H", "H", "H", "C", "H", "C", "H", "H", "H", "H", "H", "H", "H", "H", "H"],
  "coordinates": [[2.9253, 2.6594, -1.0170], [3.8783, 2.3357, 0.1242], [3.5031, 2.7407, 1.0695], [4.8818, 2.7214, -0.0728], [4.0399, 0.9241, 0.2616], [3.1993, 0.3059, 1.1076], [2.4388, 0.8690, 1.8592], [3.3681, -1.0508, 1.0937], [3.9575, -1.7478, -0.0322], [4.7362, -2.4267, 0.3312], [2.8512, -2.5368, -0.7717], [1.5744, -1.9066, -0.5103], [1.1689, -0.9152, -1.3521], [1.7146, -0.7026, -2.4160], [-0.0432, -0.1760, -0.9131], [-0.0014, 1.1029, -0.5684], [-1.2376, 1.4688, -0.2509], [-2.1101, 0.4418, -0.3932], [-1.3614, -0.6504, -0.8219], [-1.9447, -1.9829, -1.0805], [-1.1993, -2.7755, -1.0570], [-2.4856, -2.0206, -2.0300], [-3.1455, -2.3507, 0.2564], [-4.0889, -0.8528, 0.2422], [-5.4237, -0.9379, 0.6104], [-6.2219, 0.1905, 0.6175], [-5.6929, 1.4105, 0.2293], [-4.3595, 1.5068, -0.1220], [-3.5251, 0.3913, -0.0919], [-3.9639, 2.4566, -0.4441], [-6.3183, 2.2899, 0.2008], [-7.2592, 0.1126, 0.9053], [-5.8275, -1.9005, 0.8844], [-1.4432, 2.7894, 0.2694], [-2.1551, 2.7631, 1.0941], [-1.8033, 3.4681, -0.5074], [-0.4790, 3.1471, 0.6278], [1.1491, -2.0328, 0.8674], [0.4011, -1.2705, 1.0825], [2.3745, -1.8374, 1.7902], [2.8294, -2.7944, 2.0557], [2.0868, -1.3079, 2.6981], [0.7027, -3.0215, 1.0266], [3.0235, -2.5224, -1.8481], [2.7995, -3.5715, -0.4231], [4.4078, -1.0095, -0.6932], [3.2960, 2.2346, -1.9466], [2.8390, 3.7370, -1.1262], [1.9433, 2.2346, -0.8154]],
  "forces_ev_per_a": [[0.2175, -0.2939, 0.2934], [-0.1951, 0.5997, -0.0379], [0.1548, -0.0451, -0.1562], [-0.1072, -0.0687, 0.0769], [0.0190, -0.2921, -0.0552], [0.3193, -0.0511, 0.1686], [-0.3111, 0.2539, 0.0930], [0.0930, -0.0364, 0.0175], [0.1526, -0.0125, -0.1857], [-0.0211, 0.0213, -0.1039], [0.1083, -0.0703, -0.2526], [0.0539, -0.1492, -0.0476], [-0.0006, -0.1261, 0.0129], [0.1350, 0.2376, -0.1730], [-0.8896, 0.4587, -0.0116], [0.7211, 0.0535, -0.1109], [-0.1168, -0.6434, -0.1276], [0.5720, -0.6765, -0.2775], [-0.0229, 0.5343, 0.1433], [-0.5953, -0.0956, 0.1904], [-0.0049, -0.0226, -0.0151], [0.1469, -0.0566, 0.0007], [0.2090, -0.0467, -0.0685], [0.2370, -0.1255, -0.1005], [0.0339, 0.0226, -0.0032], [-0.0034, 0.0274, 0.0296], [-0.0546, 0.0720, 0.0355], [0.0134, -0.0462, -0.0233], [-0.4132, 0.0645, 0.1042], [0.0334, 0.1092, -0.0158], [-0.0555, 0.0676, -0.0114], [-0.0956, -0.0046, 0.0206], [-0.0923, -0.0979, -0.0091], [-0.0226, 0.5232, 0.1267], [0.0363, 0.0014, -0.0433], [-0.0176, -0.0243, 0.0610], [-0.0972, -0.0419, 0.0005], [-0.1477, 0.0051, 0.3240], [0.0512, -0.1226, 0.0176], [-0.0890, 0.1402, 0.1264], [-0.0205, 0.0301, 0.0131], [0.0121, -0.1693, -0.0536], [-0.0118, 0.0796, 0.0494], [0.0350, -0.1051, 0.1472], [0.0063, 0.0294, -0.0320], [-0.0203, -0.1689, 0.0509], [0.0303, 0.0035, -0.1308], [-0.0163, 0.1600, -0.0356], [0.0308, 0.0984, -0.0214]],
  "nbo_charge": [-0.6530, -0.0684, 0.2016, 0.1820, -0.5239, 0.8981, -0.6597, -0.4496, -0.2293, 0.1941, -0.2477, -0.4302, 0.6637, -0.5979, 0.0322, -0.2359, -0.1326, 0.1100, -0.1150, -0.5248, 0.2435, 0.2284, 0.2590, -0.1651, -0.2197, -0.1948, -0.2199, -0.2000, -0.0260, 0.2111, 0.2167, 0.2178, 0.2234, -0.4098, 0.2173, 0.2031, 0.2422, -0.2355, 0.2360, -0.2368, 0.1943, 0.2488, 0.1940, 0.2521, 0.1932, 0.2443, 0.2132, 0.2056, 0.2499],
  "relative_energy_kcal_mol": 18.1,
  "e_tot_ev": -42999.202,
  "smiles": "CCOC(=O)N1CCN(C(=O)c2nn(C)c3c2CSc2ccccc2-3)CC1"
}

***

# 3
{
  "formula": "C3H5N3O",
  "method": "the ωB97M-V functional and the def2-TZVPD basis",
  "elements": ["N", "C", "C", "N", "C", "O", "N", "H", "H", "H", "H", "H"],
  "coordinates": [[1.8665, 0.6478, 0.0724], [0.6016, 0.3525, -0.2928], [-0.2590, -0.7149, 0.3183], [-0.9941, -1.0959, -0.8403], [-1.3558, 0.2185, -1.2734], [-1.3549, 0.0675, 1.0723], [-0.1437, 0.9691, -1.1579], [2.2762, 0.2155, 0.8854], [2.2381, 1.5493, -0.1951], [0.1901, -1.5320, 0.9158], [-1.7576, -1.7257, -0.6012], [-1.3074, 1.0483, 1.0965]],
  "forces_ev_per_a": [[-0.4741, 0.1645, 0.1000], [-0.1785, 0.3256, 0.2890], [-0.6883, 0.8360, 0.8741], [-0.2858, 0.4180, -0.0865], [0.6529, -0.5660, -1.4904], [1.0629, -0.9021, 1.3865], [-0.0533, -0.2115, -0.2402], [-0.1517, 0.0335, -0.1063], [-0.0402, -0.2073, -0.1492], [-0.4700, 0.6722, 0.0020], [-0.0996, 0.4684, -0.2869], [0.7256, -1.0314, -0.2922]],
  "nbo_charge": [-0.7611, 0.4528, 0.1487, -0.6753, 0.2989, -0.7595, -0.6106, 0.4024, 0.4133, 0.2049, 0.3897, 0.4958],
  "relative_energy_kcal_mol": 102.7,
  "e_tot_ev": -9706.130
}

***

# 4
{
  "formula": "C3H11NO2",
  "method": "the ωB97M-V functional and the def2-TZVPD basis",
  "elements": ["N", "C", "C", "C", "H", "H", "H", "H", "H", "H", "H", "H", "H", "O", "H", "H", "O"],
  "coordinates": [[1.1262, -2.8994, -1.0804], [1.8936, -1.6566, -1.0589], [2.9490, -1.9946, 1.1921], [2.2142, -1.2407, 0.3787], [1.0122, -3.1759, -2.0407], [1.6416, -3.6057, -0.5983], [2.7415, -1.5597, -1.7422], [1.2350, -0.8422, -1.3800], [2.9487, -1.5912, 2.2043], [3.3534, -2.9795, 1.0202], [1.6214, -0.4376, 0.7946], [-6.2972, 2.5722, -0.8665], [-5.4139, 3.0278, 0.3059], [-6.0153, 3.3190, -0.3603], [-0.8376, 3.9915, 1.1608], [-0.7140, 2.9449, 0.1303], [-0.4598, 3.1040, 1.0549]],
  "forces_ev_per_a": [[0.1476, 0.5926, -0.2081], [-0.9045, 1.7669, 0.7461], [-0.9072, 1.1811, 0.9106], [0.0921, -1.7632, -0.8762], [-0.1358, -0.3291, -0.2622], [0.2740, -0.5950, 0.1891], [0.3751, -0.5227, 0.2118], [-0.1734, -0.2334, -0.3566], [0.4432, -0.5624, 0.1285], [0.3574, 0.0995, -0.3680], [0.3765, 0.4112, -0.1131], [0.0126, -0.8571, -0.3127], [0.8833, -0.5515, 0.6383], [-0.8381, 1.4434, -0.3553], [-0.0664, 0.1383, 0.3094], [0.0002, -0.4128, -0.2048], [0.0635, 0.1941, -0.0767]],
  "lowdin_spin": [0.0052, 0.0431, 0.0076, 0.0374, 0.0052, 0.0006, 0.0045, 0.0294, 0.0023, 0.0006, 0.0222, 0.0276, 0.0580, 0.1838, 0.1018, 0.1323, 0.3384],
  "charge": -1,
  "s_squared": 0.7504,
  "relative_energy_kcal_mol": 37.5,
  "e_tot_ev": -8872.012,
  "spin_multiplicity": 2
}

***

# 5
{
  "formula": "CH6O4",
  "method": "the ωB97M-V functional and the def2-TZVPD basis",
  "elements": ["O", "C", "O", "H", "H", "H", "H", "O", "H", "H", "O"],
  "coordinates": [[1.9844, -0.8991, 0.7861], [1.5608, -0.1368, -0.0135], [0.2416, -0.0735, -0.1563], [2.0834, 0.4215, -0.7780], [-0.1157, 0.6944, -0.7729], [-1.8139, 1.9280, -1.2887], [-1.3405, 1.2337, -2.5597], [-1.1337, 1.6191, -1.7415], [-0.8420, -0.8238, 1.4473], [-1.9690, -1.6077, 1.1600], [-1.7632, -0.7747, 1.4708]],
  "forces_ev_per_a": [[2.1544, -1.5904, 1.9503], [-4.4408, 1.1140, -2.3770], [0.9411, 1.0632, -0.2331], [1.2460, 0.3945, 0.0139], [-0.0910, -0.5473, 0.0528], [-5.2165, 2.1364, 2.8163], [-0.9446, -0.6059, -1.6426], [6.6136, -1.8536, -0.7674], [2.3765, 0.3309, 0.4174], [-1.4947, -2.9924, -1.0119], [-1.1441, 2.5507, 0.7813]],
  "lowdin_spin": [0.6502, 0.0945, 0.0801, 0.0490, 0.0021, 0.0000, 0.0000, 0.0059, 0.0004, 0.0014, 0.1163],
  "charge": 1,
  "s_squared": 0.7578,
  "relative_energy_kcal_mol": 27.7,
  "e_tot_ev": -9313.024,
  "spin_multiplicity": 2
}

***

# 6
{
  "formula": "C7H8MgN2O4Se4",
  "method": "the ωB97M-V functional and the def2-TZVPD basis",
  "elements": ["Mg", "Se", "Se", "Se", "Se", "C", "C", "O", "O", "H", "H", "H", "C", "N", "C", "C", "C", "O", "N", "C", "O", "H", "H", "H", "H", "H"],
  "coordinates": [[-1.6140, -0.0949, -0.9255], [-3.0725, -0.9882, 0.9581], [-4.6265, -2.0787, -0.4914], [-4.6075, -0.3707, -2.1275], [-2.6600, -0.8843, -3.3489], [-0.8228, 4.1487, -0.6808], [-0.2962, 2.8443, -1.3640], [0.8705, 2.8455, -1.6737], [-1.1200, 1.8438, -1.3660], [-0.1961, 4.9935, -0.7969], [-0.9285, 3.8455, 0.3569], [-1.7787, 4.3193, -1.1040], [1.7494, -0.5421, 2.6315], [1.6118, -1.0939, 1.3300], [2.3130, -2.2008, 0.9380], [2.0229, -2.8416, -0.2250], [0.9239, -2.2450, -1.0562], [0.8303, -2.5534, -2.2226], [0.1829, -1.2505, -0.5239], [0.4743, -0.6811, 0.6059], [-0.2506, 0.2193, 1.0198], [2.7274, -0.7435, 3.0102], [1.0288, -0.8908, 3.3672], [1.6248, 0.5372, 2.6135], [3.0897, -2.4206, 1.6378], [2.5238, -3.7172, -0.5625]],
  "forces_ev_per_a": [[0.7873, 0.7189, -0.6192], [-0.5342, -0.5191, 0.1244], [0.1703, 0.6959, 0.0882], [-0.1702, -0.4572, -0.2227], [-0.0921, 0.1655, 0.5265], [-0.3335, -2.0910, -0.2560], [-1.4479, -0.4407, 1.5836], [1.7079, -0.2633, -0.9967], [0.2963, 0.6939, -0.0755], [0.8305, 0.6598, -0.1481], [-0.1424, 0.2834, 0.2471], [-1.1918, 0.4520, -0.1334], [-0.0679, 0.8517, 0.6952], [-0.9162, 0.2337, -0.3360], [-0.5928, -0.2708, -1.1173], [-0.7854, 1.3042, 1.4248], [1.5269, 0.0272, 0.0394], [-0.3136, -0.9031, -1.1362], [-0.5263, -0.7628, -1.4221], [0.4300, 0.1076, 0.7997], [-0.0692, 0.9535, 1.0860], [0.8283, -0.2526, 0.2411], [-0.3106, -0.3692, -0.0631], [-0.0137, 0.0932, -0.2336], [0.5581, -0.5730, 0.1246], [0.3720, -0.3376, -0.2206]],
  "nbo_charge": [1.6821, -0.7610, -0.1628, -0.1600, -0.7069, -0.7345, 0.8125, -0.7105, -0.9293, 0.1880, 0.2158, 0.2026, -0.3909, -0.4455, 0.0390, -0.3828, 0.6266, -0.6328, -0.7631, 0.7600, -0.7250, 0.1743, 0.1884, 0.2272, 0.1781, 0.2108],
  "charge": -2,
  "relative_energy_kcal_mol": 10.6,
  "e_tot_ev": -285396.089
}

***

Copy entry 4 word for word.
{
  "formula": "C3H11NO2",
  "method": "the ωB97M-V functional and the def2-TZVPD basis",
  "elements": ["N", "C", "C", "C", "H", "H", "H", "H", "H", "H", "H", "H", "H", "O", "H", "H", "O"],
  "coordinates": [[1.1262, -2.8994, -1.0804], [1.8936, -1.6566, -1.0589], [2.9490, -1.9946, 1.1921], [2.2142, -1.2407, 0.3787], [1.0122, -3.1759, -2.0407], [1.6416, -3.6057, -0.5983], [2.7415, -1.5597, -1.7422], [1.2350, -0.8422, -1.3800], [2.9487, -1.5912, 2.2043], [3.3534, -2.9795, 1.0202], [1.6214, -0.4376, 0.7946], [-6.2972, 2.5722, -0.8665], [-5.4139, 3.0278, 0.3059], [-6.0153, 3.3190, -0.3603], [-0.8376, 3.9915, 1.1608], [-0.7140, 2.9449, 0.1303], [-0.4598, 3.1040, 1.0549]],
  "forces_ev_per_a": [[0.1476, 0.5926, -0.2081], [-0.9045, 1.7669, 0.7461], [-0.9072, 1.1811, 0.9106], [0.0921, -1.7632, -0.8762], [-0.1358, -0.3291, -0.2622], [0.2740, -0.5950, 0.1891], [0.3751, -0.5227, 0.2118], [-0.1734, -0.2334, -0.3566], [0.4432, -0.5624, 0.1285], [0.3574, 0.0995, -0.3680], [0.3765, 0.4112, -0.1131], [0.0126, -0.8571, -0.3127], [0.8833, -0.5515, 0.6383], [-0.8381, 1.4434, -0.3553], [-0.0664, 0.1383, 0.3094], [0.0002, -0.4128, -0.2048], [0.0635, 0.1941, -0.0767]],
  "lowdin_spin": [0.0052, 0.0431, 0.0076, 0.0374, 0.0052, 0.0006, 0.0045, 0.0294, 0.0023, 0.0006, 0.0222, 0.0276, 0.0580, 0.1838, 0.1018, 0.1323, 0.3384],
  "charge": -1,
  "s_squared": 0.7504,
  "relative_energy_kcal_mol": 37.5,
  "e_tot_ev": -8872.012,
  "spin_multiplicity": 2
}